ORCA calculation (ωB97M-V/def2-TZVPD) on a molecular structure, C16H44F6N4Na2O4P at a distorted geometry.

The geometry in ORCA input format:
```
! RIJCOSX wB97M-V def2-TZVPD def2/J DEFGRID3
* xyz 1 1
Na -5.5699 0.1501 -3.0461
Na 0.3774 5.5363 -3.4955
P -0.7977 1.1247 -1.1379
F -2.2102 0.2684 -0.7425
F -1.1805 2.1976 -0.0158
F 0.1597 0.2435 -0.0474
F 0.5684 1.9181 -1.5403
F -0.7357 0.0451 -2.3521
F -1.5724 2.1264 -2.1934
C 5.7802 4.3976 1.0318
C 5.6783 5.1528 2.2795
C 6.8008 4.8651 3.2741
O 6.6702 5.5965 4.4654
C 5.7219 4.9693 5.3632
N 5.3845 6.5488 2.1669
H 4.7852 4.3253 0.5925
H 6.0915 3.3561 1.1129
H 6.1731 4.8495 0.1210
H 4.8952 4.5754 2.7708
H 7.7467 5.2020 2.8501
H 6.8859 3.8130 3.5462
H 5.7787 3.8945 5.5355
H 4.7669 5.1201 4.8599
H 5.6793 5.5419 6.2897
H 6.1711 7.1811 2.1284
H 4.9407 6.7557 3.0503
C -3.9532 -4.8468 -4.8665
C -3.5576 -4.0327 -6.1145
C -3.0870 -4.9437 -7.3029
O -4.2674 -5.7612 -7.7603
C -4.2982 -6.2181 -9.0907
N -4.7406 -3.2944 -6.2873
H -4.2842 -4.2825 -3.9947
H -3.0723 -5.3333 -4.4477
H -4.7426 -5.5718 -5.0646
H -2.7399 -3.3595 -5.8573
H -2.2307 -5.5463 -7.0001
H -2.7553 -4.3853 -8.1782
H -4.9880 -7.0535 -9.2113
H -3.4297 -6.8491 -9.2794
H -4.4432 -5.4112 -9.8089
H -5.2123 -4.0039 -6.8297
H -4.4967 -2.6697 -7.0425
C 5.9132 -4.7529 1.9291
C 5.5881 -5.7592 3.0806
C 4.2609 -6.5930 3.0239
O 3.2816 -5.5733 2.9473
C 2.5420 -5.5261 1.7597
N 6.8464 -6.5185 3.2558
H 5.0194 -4.5346 1.3446
H 6.6247 -5.2183 1.2470
H 6.3728 -3.8349 2.2953
H 5.4373 -5.0944 3.9312
H 4.0703 -7.0820 3.9792
H 4.1247 -7.3135 2.2174
H 1.9521 -4.6110 1.8115
H 1.9143 -6.4064 1.6214
H 3.1441 -5.4751 0.8525
H 6.6920 -7.0002 4.1300
H 7.6843 -5.9567 3.2058
C -6.9552 6.7782 1.5649
C -5.9002 5.8029 2.0037
C -6.4405 4.4486 2.6321
O -5.3642 3.8309 3.2604
C -5.6683 2.4879 3.7248
N -5.2105 5.4232 0.7238
H -6.6230 7.6329 0.9757
H -7.5027 7.2527 2.3793
H -7.6879 6.4036 0.8502
H -5.2151 6.3700 2.6339
H -6.9520 3.8846 1.8522
H -7.2161 4.6883 3.3595
H -6.5379 2.4830 4.3819
H -4.7005 2.1366 4.0825
H -5.9329 1.7732 2.9454
H -5.8087 4.7986 0.2021
H -4.4426 4.8627 1.0649
*
```

The value obtained for the orbital gap is 5.13 eV. The lowest unoccupied orbital energy comes out at -4.70 eV. The highest occupied orbital energy comes out at -9.835 eV.

Mulliken population analysis, charges in e, atoms 1 to 4:
1 Na 0.989
2 Na 0.995
3 P 1.142
4 F -0.397

---

ORCA calculation (ωB97M-V/def2-TZVPD) on 3 unconnected molecules or ions with the total composition C28H44ClNO13S at a distorted geometry.

The geometry in ORCA input format:
```
! RIJCOSX wB97M-V def2-TZVPD def2/J DEFGRID3
* xyz 0 1
C -3.0704 1.1364 -1.6983
C -1.7872 0.5196 -1.5571
C -1.0338 0.5108 -0.1253
C -1.1359 -0.8850 0.6562
C -2.6294 -1.4991 0.4376
C -3.7853 -0.5871 1.0624
C -5.1964 -1.2047 0.6093
Cl -6.1094 -0.2126 -0.6291
C 0.0242 -1.9556 0.4378
O 0.2530 -2.5618 1.7592
C -0.3954 -3.2469 -0.4540
C -0.5341 -2.9618 -2.0074
O 0.7575 -3.0401 -2.7238
C 0.3833 -2.8386 -4.0964
O 1.1557 -2.4325 -4.9712
O 1.3160 -1.4401 0.0545
S 1.6229 0.0716 0.7199
O 3.0542 0.5304 0.5053
O 1.4222 0.1127 2.2241
C 0.4149 1.2065 -0.1638
C 0.9273 1.5803 -1.6623
C 1.3617 0.3272 -2.5516
C 2.9208 0.0057 -2.5823
O 3.7714 1.1665 -2.7072
C 0.3339 2.6455 0.5639
C 1.3052 3.1507 1.6309
C 1.1124 4.5232 2.2234
N 0.1662 5.5371 1.9501
C -0.6770 5.0411 0.9302
C -0.7118 3.7118 0.2233
H -3.2326 2.0907 -1.0897
H -3.8700 0.7540 -2.4121
H -1.3409 0.0987 -2.5108
H -1.6843 1.2337 0.4982
H -1.1232 -0.6131 1.7776
H -2.8132 -1.8364 -0.6357
H -2.6237 -2.4710 1.0636
H -3.7247 -0.7343 2.2052
H -3.6705 0.5274 0.8878
H -5.7948 -1.4448 1.5535
H -4.9716 -2.2217 0.1222
H -0.6128 -2.8995 2.0786
H 0.5030 -3.9617 -0.3370
H -1.2740 -3.8183 0.0080
H -1.0909 -2.0139 -2.2924
H -1.1571 -3.8316 -2.4448
H -0.7170 -3.0197 -4.3892
H 1.8514 2.2475 -1.4838
H 0.1816 2.2715 -2.2022
H 0.6974 -0.5500 -2.2598
H 1.0664 0.5824 -3.6382
H 3.0996 -0.6279 -3.5318
H 3.2197 -0.6946 -1.7175
H 4.6104 0.8925 -2.2678
H 2.1652 2.4921 1.9740
H 1.8633 4.8111 3.0453
H -1.4738 5.7972 0.5898
H -1.5075 3.4987 -0.5596
C 9.9935 -1.8727 -4.9966
C 9.0534 -0.7470 -5.3835
O 8.1110 -0.4718 -4.3391
C 8.5962 0.1980 -3.2841
O 9.7305 0.5845 -3.1452
O 7.6041 0.3415 -2.3897
C 8.0158 0.9453 -1.1643
H 9.4281 -2.7621 -4.7056
H 10.6527 -2.1278 -5.8296
H 10.6144 -1.5976 -4.1423
H 8.4699 -1.0488 -6.2569
H 9.5981 0.1602 -5.6572
H 8.5113 1.9021 -1.3399
H 8.6736 0.2664 -0.6169
H 7.1237 1.1236 -0.5626
C -9.0824 1.2685 5.7421
C -8.6978 0.2093 4.7269
O -7.2850 0.2109 4.4806
C -6.5280 -0.3330 5.4425
O -6.9235 -0.8175 6.4737
O -5.2417 -0.2187 5.0709
C -4.3140 -0.6596 6.0611
H -8.7189 2.2507 5.4285
H -10.1674 1.3128 5.8605
H -8.6409 1.0636 6.7188
H -9.1801 0.4336 3.7721
H -9.0328 -0.7854 5.0321
H -4.5288 -1.6817 6.3793
H -4.3299 0.0203 6.9157
H -3.3173 -0.6376 5.6192
*
```

The value obtained for the orbital gap is 9.29 eV. The lowest unoccupied orbital energy comes out at 0.02 eV. The SMILES is C=C[C@H]1[C@@H](CCCCl)[C@@](O)(CCOC=O)OS(=O)(=O)[C@]1(CCCO)c1ccncc1.CCOC(=O)OC.CCOC(=O)OC. The highest occupied orbital energy comes out at -9.271 eV.

Mulliken population analysis, charges in e, atoms 1 to 4:
1 C -1.203
2 C 0.146
3 C -0.009
4 C 0.026

---

ORCA calculation (ωB97M-V/def2-TZVPD) on 2 unconnected molecules or ions with the total composition C7H14O at a distorted geometry.

The geometry in ORCA input format:
```
! RIJCOSX wB97M-V def2-TZVPD def2/J DEFGRID3
* xyz 0 1
C 1.5459 1.4801 1.4449
C 0.3818 0.9608 1.0502
C -0.8538 1.7959 1.2980
C 0.3247 -0.3921 0.4261
C 1.5610 -1.0892 -0.0285
C -0.9229 -0.8003 0.0892
C -1.2790 -2.0431 -0.6454
H 2.5145 1.0520 1.2253
H 1.5469 2.4633 1.9501
H -1.6442 1.1914 1.7193
H -0.5630 2.5796 1.9961
H -1.2186 2.2820 0.3825
H 2.0205 -1.6993 0.7475
H 1.1890 -1.8575 -0.7231
H 2.2550 -0.3781 -0.4528
H -1.8207 -0.3407 0.4620
H -2.3363 -2.1234 -0.9135
H -0.6683 -2.3765 -1.4840
H -1.1308 -2.9212 0.0169
O -0.3862 0.4109 -3.0480
H 0.0996 1.1683 -3.3830
H -0.6149 0.6374 -2.1296
*
```

The value obtained for the orbital gap is 9.24 eV. The lowest unoccupied orbital energy comes out at 0.79 eV. The SMILES is C=C(C)/C(C)=C/C.O. The highest occupied orbital energy comes out at -8.449 eV.

Mulliken population analysis, charges in e, atoms 1 to 4:
1 C -1.216
2 C 1.033
3 C -1.401
4 C 1.244